{"formula": "C3H12N3", "method": "the ωB97M-V functional and the def2-TZVPD basis", "multiplicity": 1, "charge": 1, "fmax_ev_per_a": 0.72, "gap_ev": 9.31, "e_tot_ha": -285.5168, "relative_energy_kcal_mol": 30.48, "symbols": ["C", "N", "C", "H", "H", "H", "H", "H", "H", "H", "H", "N", "C", "N", "H", "H", "H", "H"], "positions_angstrom": [[0.812, -1.131, 0.757], [1.701, -0.967, -0.440], [1.784, 0.432, -0.934], [0.831, -2.172, 1.069], [1.193, -0.486, 1.538], [-0.183, -0.810, 0.465], [1.354, -1.558, -1.197], [2.634, -1.323, -0.243], [0.796, 0.749, -1.278], [2.504, 0.488, -1.750], [2.054, 1.091, -0.116], [-2.866, -0.001, 0.340], [-2.085, 1.105, 0.457], [-1.421, 1.580, -0.522], [-3.137, -0.502, 1.166], [-2.812, -0.540, -0.510], [-2.106, 1.560, 1.448], [-1.053, 2.484, -0.251]], "mulliken_charge": [-0.63, -0.20, -0.79, 0.35, 0.34, 0.18, 0.37, 0.36, 0.38, 0.33, 0.33, -0.42, -0.01, -0.67, 0.23, 0.26, 0.37, 0.24]}

=====

{"formula": "C17H29BrCl5CsKN3O9", "method": "the ωB97M-V functional and the def2-TZVPD basis", "multiplicity": 1, "charge": 0, "fmax_ev_per_a": 10.41, "gap_ev": 1.40, "e_tot_ha": -7000.9985, "symbols": ["C", "C", "C", "N", "C", "C", "O", "C", "C", "C", "Cl", "C", "C", "H", "H", "H", "H", "H", "H", "H", "H", "H", "H", "H", "H", "H", "H", "H", "C", "C", "O", "C", "O", "O", "C", "H", "H", "H", "H", "H", "H", "H", "H", "C", "Cl", "Cl", "Cl", "Cl", "C", "O", "O", "O", "H", "O", "H", "K", "Cs", "C", "O", "N", "N", "H", "H", "H", "H", "Br"], "positions_angstrom": [[-2.029, 2.811, -1.567], [-2.687, 1.761, -1.551], [-3.337, 0.364, -1.668], [-2.281, -0.775, -1.656], [-2.981, -1.967, -2.093], [-3.488, -2.914, -2.689], [-1.198, -0.328, -2.327], [-0.724, -1.070, -3.450], [-1.518, -0.799, -4.830], [-1.936, -0.967, -0.150], [-2.558, -2.590, 0.493], [-0.399, -0.757, 0.179], [0.559, -1.957, -0.278], [-1.423, 3.744, -1.774], [-3.819, 0.294, -2.704], [-4.169, 0.189, -0.924], [-4.185, -3.715, -3.076], [-0.526, -2.183, -3.280], [0.323, -0.658, -3.674], [-1.329, -1.657, -5.556], [-1.259, 0.216, -5.267], [-2.645, -0.812, -4.630], [-2.500, -0.193, 0.470], [0.002, 0.262, -0.151], [-0.327, -0.730, 1.323], [0.035, -2.951, -0.402], [1.029, -1.661, -1.264], [1.428, -2.086, 0.454], [6.514, 1.150, 2.702], [6.692, -0.356, 2.757], [5.805, -0.947, 3.719], [4.531, -1.065, 3.332], [4.077, -0.731, 2.267], [3.831, -1.596, 4.351], [2.433, -1.676, 4.097], [6.621, 1.585, 3.698], [7.253, 1.600, 2.037], [5.520, 1.420, 2.342], [7.707, -0.590, 3.083], [6.555, -0.815, 1.774], [2.228, -2.200, 3.159], [1.999, -0.671, 4.080], [1.974, -2.235, 4.913], [-1.365, -5.811, 2.886], [-1.041, -7.278, 3.845], [0.021, -4.684, 3.035], [-1.586, -6.252, 1.178], [-2.838, -5.017, 3.493], [-0.037, 2.009, 3.759], [0.679, 0.989, 3.993], [0.628, 2.929, 3.035], [-1.218, 2.272, 4.088], [1.434, 2.383, 2.997], [2.617, 4.572, 3.651], [2.194, 5.428, 3.629], [-2.495, 0.617, 4.433], [0.630, -4.385, 5.273], [-3.472, 4.195, -5.368], [-4.423, 3.698, -4.789], [-3.616, 5.004, -6.453], [-2.185, 3.986, -4.982], [-2.848, 5.423, -6.943], [-4.554, 5.184, -6.770], [-2.037, 3.393, -4.181], [-1.391, 4.385, -5.446], [-2.893, 5.217, -0.636]], "mulliken_charge": [-0.78, 0.19, -0.63, 0.94, -0.71, -0.24, -0.19, -0.38, -0.93, -0.36, -0.08, -0.22, -0.85, 0.45, 0.46, 0.45, 0.43, 0.34, 0.41, 0.33, 0.30, 0.22, 0.39, 0.30, 0.29, 0.27, 0.18, 0.20, -1.13, -0.12, -0.39, 0.72, -0.53, -0.44, 0.23, 0.30, 0.35, 0.35, 0.28, 0.29, 0.02, 0.30, -0.18, 0.28, -0.10, -0.28, -0.09, -0.07, 0.82, -0.81, -0.31, -1.00, 0.26, -0.87, 0.18, 0.96, 1.02, 0.65, -0.62, -0.40, -0.31, 0.15, 0.22, 0.13, 0.16, -0.75]}

=====

{"formula": "C31H45F4N2Sb2SeSiV", "method": "the ωB97M-V functional and the def2-TZVPD basis", "multiplicity": 4, "charge": -1, "fmax_ev_per_a": 0.60, "gap_ev": [6.26, 7.32], "e_tot_ha": -5832.7150, "relative_energy_kcal_mol": 0.00, "symbols": ["V", "C", "N", "C", "C", "C", "N", "C", "C", "F", "C", "F", "C", "C", "F", "C", "F", "H", "H", "H", "H", "H", "H", "H", "H", "H", "H", "H", "C", "Sb", "C", "C", "C", "C", "C", "C", "C", "C", "C", "Sb", "C", "C", "H", "H", "H", "H", "H", "H", "H", "H", "H", "H", "H", "H", "H", "H", "H", "H", "H", "H", "H", "H", "C", "C", "C", "C", "C", "C", "H", "H", "H", "H", "H", "C", "Si", "C", "C", "Se", "H", "H", "H", "H", "H", "H", "H", "H", "H"], "positions_angstrom": [[-0.292, -0.598, -0.364], [-0.259, -2.564, -2.643], [-1.290, -1.793, -1.940], [-2.343, -2.694, -1.474], [-1.860, -0.758, -2.819], [-0.879, 0.389, -3.129], [0.123, 0.507, -2.081], [1.331, 1.007, -2.370], [2.415, 0.668, -1.523], [2.165, -0.236, -0.531], [3.687, 1.150, -1.681], [4.643, 0.763, -0.817], [4.011, 2.009, -2.720], [2.983, 2.338, -3.582], [3.229, 3.191, -4.597], [1.696, 1.866, -3.433], [0.746, 2.345, -4.273], [-0.709, -3.169, -3.442], [0.239, -3.222, -1.931], [0.473, -1.883, -3.075], [-2.823, -3.205, -2.321], [-3.084, -2.121, -0.918], [-1.898, -3.427, -0.805], [-2.748, -0.376, -2.320], [-2.167, -1.217, -3.772], [-1.472, 1.305, -3.243], [-0.402, 0.216, -4.099], [5.010, 2.397, -2.847], [1.132, 4.227, -0.846], [0.710, 2.767, 0.676], [-1.017, 3.773, 1.435], [2.155, 3.595, 2.116], [1.576, 3.956, 3.442], [0.990, 5.211, 3.616], [0.346, 5.569, 4.790], [0.281, 4.653, 5.831], [0.893, 3.418, 5.683], [1.565, 3.058, 4.512], [2.240, 1.737, 4.431], [1.185, 0.250, 3.222], [-0.447, 0.059, 4.595], [2.386, -1.309, 4.061], [1.032, 5.237, -0.446], [0.439, 4.095, -1.679], [2.147, 4.081, -1.221], [-0.774, 4.770, 1.799], [-1.473, 3.189, 2.234], [-1.736, 3.841, 0.619], [2.549, 4.490, 1.631], [2.967, 2.868, 2.186], [1.033, 5.919, 2.796], [-0.106, 6.548, 4.886], [-0.225, 4.902, 6.756], [0.872, 2.709, 6.503], [2.351, 1.313, 5.432], [3.239, 1.806, 3.990], [-0.078, -0.057, 5.616], [-1.039, -0.811, 4.319], [-1.079, 0.946, 4.534], [2.364, -1.249, 5.152], [3.415, -1.196, 3.718], [2.010, -2.272, 3.720], [-4.606, 1.279, 1.372], [-4.018, 0.175, 1.977], [-2.816, -0.331, 1.493], [-2.127, 0.226, 0.399], [-2.760, 1.344, -0.171], [-3.968, 1.864, 0.286], [-5.544, 1.678, 1.742], [-4.498, -0.292, 2.832], [-2.385, -1.199, 1.991], [-2.286, 1.846, -1.016], [-4.405, 2.732, -0.199], [-2.373, -4.959, 1.181], [-0.834, -4.415, 2.124], [-1.426, -3.942, 3.848], [0.256, -5.935, 2.317], [0.324, -2.768, 1.192], [-2.908, -5.740, 1.730], [-2.115, -5.360, 0.196], [-3.056, -4.119, 1.035], [-1.957, -4.774, 4.323], [-2.108, -3.090, 3.795], [-0.587, -3.659, 4.490], [-0.271, -6.737, 2.845], [1.160, -5.689, 2.878], [0.568, -6.310, 1.340]], "mulliken_charge": [-0.22, -1.01, 0.74, -1.10, -0.72, -1.55, 1.40, -0.27, 0.06, -0.13, 0.15, -0.36, -0.78, 0.37, -0.36, 0.32, -0.41, 0.32, 0.17, 0.23, 0.35, 0.36, 0.01, 0.44, 0.50, 0.34, 0.58, 0.47, -1.50, -0.18, -1.45, -1.58, 0.79, -0.64, -0.61, -0.72, -0.69, 0.95, -1.79, 0.69, -1.17, -1.24, 0.55, 0.38, 0.37, 0.61, 0.28, 0.47, 0.70, 0.40, 0.41, 0.38, 0.38, 0.32, 0.64, 0.59, 0.45, 0.10, 0.39, 0.39, 0.39, 0.20, -0.59, -0.52, 0.15, 0.62, -0.13, -0.52, 0.34, 0.40, 0.10, 0.06, 0.38, -1.16, 0.65, -1.02, -1.16, -0.51, 0.42, 0.31, 0.29, 0.38, 0.27, 0.22, 0.33, 0.26, 0.26]}